(1)
A cluster of 6 separate species, C38H31NO20P in total in a non-equilibrium geometry. Source: the Open Molecules 2025 dataset; level of theory: the ωB97M-V functional and the def2-TZVPD basis.

Computed properties:
- total charge = -1
- total energy (a.u.) = -3367.311828

Geometry as XYZ:
```
91
C38H31NO20P | the Open Molecules 2025 dataset | the ωB97M-V functional and the def2-TZVPD basis
P 8.22959 4.66793 -1.96322
O -9.85672 -8.08359 2.47556
O -4.73513 -4.00559 3.06222
O -8.57713 -6.64398 -1.80745
O 2.44475 1.68662 1.41572
O -0.15811 1.05619 -1.82149
O 3.89232 0.24880 -0.84033
O 3.13171 -1.88454 -4.95268
O -6.73850 -5.08064 -0.57132
O -8.07706 -6.45452 3.71528
O -2.97752 4.31854 -3.67321
O 1.01756 -3.09721 -3.76226
O -0.38692 -0.55805 3.13623
O 3.03718 2.31098 3.99216
O -1.54424 3.17779 4.55861
O 1.82094 -1.03812 0.37818
O -2.14050 2.47155 2.00302
O -1.80798 -0.99234 -2.55189
O -4.65810 2.29231 -4.32121
O -4.08061 -2.54300 5.24862
O -1.09435 -1.95683 0.91736
N 3.38450 4.56650 -0.91160
C -2.20801 -1.51064 4.26258
C 1.76274 2.37890 3.55228
C 0.76534 2.75883 4.35787
C -3.36735 -2.40256 4.27040
C -0.60931 2.82264 3.86045
C -7.45504 -5.74895 0.15112
C 0.13482 2.05436 1.63729
C -1.17853 1.36008 -2.40981
C -1.46216 -1.37510 3.16125
C -2.65188 3.04297 -3.36463
C -2.13730 0.29010 -2.83204
C 4.20755 3.50409 -0.58347
C 3.25930 -0.52599 -1.52500
C -8.15188 -6.47600 2.36477
C -3.67259 -3.16730 3.02522
C 9.18329 2.91961 1.49337
C 8.72755 2.95680 -1.26933
C 1.67560 -2.34415 -3.06349
C -2.93149 -3.03092 1.92316
C 5.67734 3.37776 -0.84186
C 5.50216 5.71994 -1.83999
C -1.78436 -2.12024 1.90570
C 2.10026 -1.26183 -0.92638
C 3.58326 -0.78251 -2.93068
C 6.38841 4.52170 -1.49120
C 8.87175 2.93508 0.30584
C -3.27786 0.58927 -3.46201
C 1.36553 -2.10780 -1.65311
C -1.51304 2.74818 -2.73202
C 2.84785 -1.63206 -3.65264
C -7.35607 -5.71286 1.61103
C 1.51265 2.01206 2.12678
C -8.48446 -6.64296 -0.45944
C 4.04868 5.62879 -1.51439
C -9.27819 -7.40896 0.29483
C -3.62109 1.97934 -3.76154
C -0.86098 2.43042 2.44208
C -9.16209 -7.38992 1.75374
H 3.71514 2.61840 -0.05462
H -0.03443 1.76995 0.60620
H 4.43328 -0.25837 -3.34684
H 8.48489 5.32177 -0.67160
H -3.84302 4.26466 -4.12273
H -5.10119 -3.92189 3.96500
H 2.48731 -0.38836 0.68584
H -0.80349 3.51016 -2.43719
H 9.76118 2.71666 -1.68935
H 8.06876 2.09482 -1.62854
H 2.45665 -2.52614 -5.24617
H 6.23846 2.45534 -0.55509
H 3.41346 6.52425 -1.80614
H 7.96789 4.03546 -3.26856
H -2.66802 2.77375 2.76783
H 0.93159 3.02902 5.39176
H -3.98099 -0.17219 -3.77109
H 0.52370 -2.64414 -1.23382
H -0.02116 -0.63551 2.23030
H -6.61891 -5.04838 2.04161
H 9.79229 2.83513 2.43076
H -0.94362 -0.95092 -2.09414
H -1.98758 -0.97591 5.17668
H 5.94916 6.63358 -2.33453
H -10.02573 -8.06199 -0.13471
H 7.95417 5.96754 -2.58967
H 9.63362 4.88853 -2.30845
H -7.89847 -6.01192 -2.11587
H 3.56504 2.01551 3.22377
H -8.75104 -7.09098 4.02375
H -3.14435 -3.57776 1.01438
```

For each atom in turn, the Löwdin charge in e is:
1. P 0.265
2. O 0.107
3. O 0.079
4. O 0.100
5. O 0.083
6. O 0.114
7. O 0.129
8. O 0.092
9. O 0.117
10. O 0.098
11. O 0.099
12. O 0.098
13. O 0.100
14. O 0.113
15. O 0.101
16. O 0.087
17. O 0.099
18. O 0.100
19. O 0.101
20. O 0.108
21. O 0.119
22. N -0.021
23. C 0.081
24. C -0.214
25. C 0.077
26. C -0.314
27. C -0.317
28. C -0.308
29. C 0.075
30. C -0.299
31. C -0.210
32. C -0.227
33. C -0.214
34. C -0.167
35. C -0.294
36. C -0.224
37. C -0.222
38. C 0.008
39. C -0.410
40. C -0.319
41. C 0.087
42. C -0.055
43. C -0.082
44. C -0.295
45. C -0.214
46. C 0.093
47. C -0.307
48. C -0.220
49. C 0.073
50. C 0.050
51. C 0.088
52. C -0.228
53. C 0.083
54. C -0.286
55. C -0.227
56. C -0.194
57. C 0.074
58. C -0.317
59. C -0.233
60. C -0.316
61. H 0.060
62. H 0.125
63. H 0.143
64. H -0.032
65. H 0.115
66. H 0.119
67. H 0.096
68. H 0.144
69. H 0.065
70. H 0.059
71. H 0.113
72. H 0.067
73. H 0.081
74. H -0.042
75. H 0.116
76. H 0.136
77. H 0.135
78. H 0.127
79. H 0.101
80. H 0.113
81. H 0.020
82. H 0.087
83. H 0.138
84. H 0.068
85. H 0.136
86. H -0.073
87. H -0.080
88. H 0.119
89. H 0.126
90. H 0.117
91. H 0.139

***

(2)
A structure of composition C38H32AsBIrN8S3Se in a non-equilibrium geometry. Source: the Open Molecules 2025 dataset; level of theory: the ωB97M-V functional and the def2-TZVPD basis.

Computed properties:
- total charge = +2
- total energy (a.u.) = -7865.886231
- 2S+1 = 2
- energy relative to the best compared isomer or geometry (same formula, charge and spin) (kcal/mol) = 64.27

Geometry as XYZ:
```
85
C38H32AsBIrN8S3Se | the Open Molecules 2025 dataset | the ωB97M-V functional and the def2-TZVPD basis
Ir 0.08632 0.05412 -0.08548
Se -4.29864 -0.01103 6.37386
As 2.14415 0.45243 -1.60330
S 1.90698 0.17502 1.53970
S -0.85214 1.90692 -1.33735
S -0.56371 -1.79916 -1.48456
N -0.60786 1.35228 1.62293
N -2.93052 3.23596 -0.15668
N -3.55389 1.28939 5.43761
N -3.52961 -1.29478 5.43444
N -3.41570 1.16444 -0.63363
N -2.43226 -3.45197 -0.35480
N -0.57269 -1.28889 1.62672
N -3.16838 -1.42396 -0.66772
C -1.64764 -4.67191 -0.52632
C -2.11883 -2.22743 -0.83664
C 3.00482 -1.76745 -5.02314
C -2.79652 -0.71419 4.52074
C -1.35129 0.74619 2.56278
C -2.00978 1.46586 3.55514
C 3.49899 0.05049 0.81595
C -0.41096 2.66264 1.69169
C 4.59123 -0.11741 1.66308
C 2.59073 3.14452 -0.62038
C 1.83386 5.14906 -1.72101
C 2.45605 4.52596 -0.64493
C -1.83433 2.84899 3.59885
C 1.34808 4.39234 -2.77846
C 5.86041 -0.25500 1.12066
C 1.47523 3.01027 -2.75539
C 3.31766 0.88447 -4.20999
C -4.15159 -2.13472 -0.02093
C -0.35116 -2.59338 1.69664
C -2.28300 4.54443 -0.20349
C 2.10618 2.38602 -1.68036
C -2.81030 0.72464 4.52235
C 2.53521 -1.36632 -3.78307
C -1.77340 -2.81679 3.59859
C -1.97982 -1.43756 3.55370
C -3.70623 -3.40008 0.16306
C -1.00211 3.44548 2.67737
C -0.92663 -3.39332 2.67821
C 4.95905 -0.05875 -1.09283
C 3.78471 0.47072 -5.44929
C -4.50594 1.71821 -0.00772
C 3.62260 -0.84666 -5.85823
C 6.04629 -0.23669 -0.25670
C 3.69230 0.10886 -0.54402
C -1.33500 -0.70435 2.56343
C 2.69500 -0.04260 -3.38187
C -2.45655 2.09090 -0.69854
C -4.21626 3.00917 0.28119
B -3.38393 -0.12515 -1.51800
H -0.69728 -4.44992 2.71195
H 6.70770 -0.39139 1.77965
H 7.03548 -0.35958 -0.67552
H -0.59256 -4.46126 -0.38594
H -4.43378 -0.22442 -2.09514
H 3.45986 1.90738 -3.89636
H 2.84889 5.11813 0.17208
H -1.78942 -5.07112 -1.52834
H -5.10796 -1.70195 0.21650
H -2.50177 5.03621 -1.14955
H 1.73556 6.22678 -1.73779
H 3.97768 -1.15516 -6.83254
H -2.45875 -0.02109 -2.25512
H 5.09731 -0.03972 -2.16634
H -5.41618 1.16664 0.15161
H 0.31711 -3.00416 0.95391
H -2.32730 3.41502 4.37952
H -1.97767 -5.41006 0.19994
H 0.86402 4.87526 -3.61767
H 2.04993 -2.08140 -3.12934
H 2.88746 -2.79549 -5.33865
H -2.25362 -3.39446 4.37852
H 1.08468 2.41939 -3.57474
H -4.81121 3.78522 0.73203
H 0.24397 3.08878 0.94304
H -4.18801 -4.25920 0.59863
H 4.43796 -0.14919 2.73468
H 3.08350 2.66350 0.21611
H -2.66288 5.15782 0.60911
H -0.79688 4.50685 2.71082
H 4.27864 1.18376 -6.09572
H -1.20783 4.42997 -0.11348
```

For each atom in turn, the Löwdin charge in e is:
1. Ir 0.700
2. Se 1.218
3. As 1.269
4. S 0.729
5. S 0.781
6. S 0.673
7. N -0.095
8. N -0.093
9. N -0.211
10. N -0.211
11. N 0.013
12. N -0.104
13. N -0.066
14. N 0.010
15. C -0.004
16. C -0.657
17. C -0.056
18. C -0.334
19. C -0.147
20. C -0.062
21. C -0.681
22. C -0.157
23. C -0.098
24. C -0.106
25. C -0.062
26. C -0.065
27. C 0.051
28. C -0.067
29. C -0.046
30. C -0.211
31. C -0.099
32. C -0.018
33. C -0.145
34. C -0.001
35. C -0.443
36. C -0.334
37. C -0.104
38. C 0.049
39. C -0.063
40. C -0.009
41. C -0.006
42. C -0.004
43. C -0.064
44. C -0.048
45. C -0.019
46. C -0.047
47. C -0.054
48. C -0.408
49. C -0.150
50. C -0.366
51. C -0.614
52. C -0.007
53. B -0.431
54. H 0.127
55. H 0.119
56. H 0.117
57. H 0.066
58. H 0.096
59. H 0.104
60. H 0.115
61. H 0.110
62. H 0.134
63. H 0.111
64. H 0.114
65. H 0.118
66. H 0.029
67. H 0.109
68. H 0.134
69. H 0.098
70. H 0.135
71. H 0.104
72. H 0.117
73. H 0.084
74. H 0.116
75. H 0.135
76. H 0.104
77. H 0.138
78. H 0.087
79. H 0.139
80. H 0.110
81. H 0.098
82. H 0.103
83. H 0.128
84. H 0.118
85. H 0.059

***

(3)
A structure of composition C38H32ClN3O10P2Zr in a non-equilibrium geometry. Source: the Open Molecules 2025 dataset; level of theory: the ωB97M-V functional and the def2-TZVPD basis.

Computed properties:
- total charge = +2
- total energy (a.u.) = -3572.977379
- energy relative to the best compared isomer or geometry (same formula, charge and spin) (kcal/mol) = 81.10

Geometry as XYZ:
```
87
C38H32ClN3O10P2Zr | the Open Molecules 2025 dataset | the ωB97M-V functional and the def2-TZVPD basis
Zr 0.08743 -1.60179 1.37998
Cl 2.14682 -3.04941 2.11184
P 0.72988 1.11053 1.33685
P 1.97900 -0.83821 -0.34472
O 1.70418 -1.71589 2.58484
O -6.68420 -3.27304 -0.87256
O 3.23270 -2.86430 1.27423
O 2.33984 -3.89329 3.17530
O -7.41992 -2.05546 -2.49287
O -1.63256 -2.71779 0.51246
O -1.24252 -0.61251 0.34712
O -2.55917 1.49880 -3.69564
O 0.99054 -3.44347 1.31967
O -4.67712 1.69735 -4.03576
N 2.16794 0.75341 0.38391
N -3.71665 1.18159 -3.54188
N -6.59360 -2.40332 -1.69804
C -5.30770 -1.67609 -1.73691
C 4.03642 0.23957 -1.86414
C -0.56635 3.30490 -1.90574
C -0.68736 -1.31928 -4.04518
C -1.96885 -1.61990 0.01319
C 0.13823 -2.00768 -1.90207
C 0.02090 -0.13176 -3.94474
C -0.62060 -2.26505 -3.03176
C -1.91242 3.45930 -1.61961
C -3.94743 0.05729 -2.63400
C 1.74103 3.71098 1.65888
C -1.31928 -2.93893 3.40090
C 5.01049 -2.22330 -2.70218
C 1.41999 5.01063 3.65092
C -0.05713 -0.82080 4.71014
C -2.92504 -0.28933 -1.77202
C 1.86056 4.90701 2.33963
C 1.18839 2.60142 2.29458
C -4.28899 -2.07542 -0.88311
C 0.34169 -2.12893 4.95396
C -1.75508 -1.61868 3.18177
C -0.27876 2.00407 0.09523
C 0.89980 3.90307 4.29841
C 0.25372 2.59754 -1.04332
C 3.37797 0.77663 1.24188
C -0.27253 -3.18382 4.28833
C -5.16034 -0.61693 -2.62252
C 0.78469 2.70117 3.62135
C 0.82558 -0.79165 -1.77711
C -3.09460 -1.36008 -0.89402
C -1.63003 2.18110 0.38987
C -2.44443 2.90361 -0.46492
C 5.08983 0.18144 -2.75740
C 5.57156 -1.04873 -3.18021
C 3.48648 -0.94223 -1.37101
C 3.96532 -2.17657 -1.79311
C -1.09901 -0.55625 3.82326
C 0.79691 0.12160 -2.82542
H -0.01219 0.58870 -4.74681
H -1.99727 0.26415 -1.78556
H 3.64497 1.19245 -1.54223
H 1.09813 -2.33085 5.69677
H -3.49248 3.03904 -0.23698
H 3.52693 -3.08733 -1.40919
H -4.44450 -2.91175 -0.21608
H -1.27046 -1.52181 -4.92842
H -0.15248 3.73843 -2.80153
H -2.69903 -1.43106 2.66780
H 6.38332 -1.09158 -3.88901
H 1.39819 1.01338 -2.77855
H 1.48416 5.95471 4.16604
H 0.56800 3.98190 5.32169
H -5.97443 -0.32329 -3.27430
H 2.05774 3.64050 0.63027
H 0.37181 1.83889 4.12154
H 0.01423 -4.20028 4.52194
H 5.39229 -3.17831 -3.03152
H 2.27709 5.76573 1.83518
H -2.53837 4.02467 -2.29131
H -1.50621 0.45013 3.75054
H 3.70093 1.81059 1.35265
H -1.12776 -3.21253 -3.13353
H 0.39754 -0.02000 5.27510
H -2.03707 1.74810 1.29780
H 5.53723 1.09534 -3.11993
H 3.19929 0.35959 2.23964
H 0.25688 -2.78947 -1.13609
H -1.87586 -3.77226 2.97948
H 1.30973 2.51398 -1.24958
H 4.18343 0.20714 0.77759
```

For each atom in turn, the Löwdin charge in e is:
1. Zr 1.655
2. Cl 0.692
3. P 1.028
4. P 0.999
5. O -0.480
6. O 0.117
7. O -0.218
8. O -0.139
9. O 0.136
10. O -0.028
11. O -0.254
12. O 0.077
13. O -0.395
14. O 0.148
15. N -0.468
16. N -0.339
17. N -0.359
18. C -0.081
19. C -0.096
20. C -0.050
21. C -0.046
22. C -0.541
23. C -0.142
24. C -0.042
25. C -0.051
26. C -0.065
27. C -0.082
28. C -0.079
29. C -0.097
30. C -0.045
31. C -0.040
32. C -0.055
33. C 0.079
34. C -0.038
35. C -0.336
36. C 0.111
37. C -0.039
38. C -0.168
39. C -0.354
40. C -0.052
41. C -0.111
42. C -0.147
43. C -0.060
44. C 0.133
45. C -0.087
46. C -0.334
47. C -0.082
48. C -0.105
49. C -0.060
50. C -0.044
51. C -0.042
52. C -0.338
53. C -0.075
54. C -0.113
55. C -0.060
56. H 0.123
57. H 0.123
58. H 0.101
59. H 0.137
60. H 0.119
61. H 0.107
62. H 0.143
63. H 0.123
64. H 0.122
65. H 0.138
66. H 0.119
67. H 0.099
68. H 0.119
69. H 0.116
70. H 0.149
71. H 0.104
72. H 0.065
73. H 0.135
74. H 0.118
75. H 0.120
76. H 0.120
77. H 0.121
78. H 0.089
79. H 0.125
80. H 0.120
81. H 0.105
82. H 0.119
83. H 0.076
84. H 0.094
85. H 0.140
86. H 0.088
87. H 0.082